Here is a structure of composition C53H55F6GeIrN2O4P2S2 from OMol25. Energies are from wB97M-V/def2-TZVPD.

- E_HOMO: -7.310 eV
- F_max: 0.039 hartree/bohr
- Frontier orbital gap: 6.76 eV
- Energy above the lowest of the compared OMol25 structures with the same formula, charge and spin: 0.670 eV

ORCA input file:
```
! RIJCOSX wB97M-V def2-TZVPD def2/J DEFGRID3
* xyz 0 1
Ir 0.5325 0.4250 0.3374
N 0.7472 2.2316 2.8644
C -0.1541 1.7137 3.7687
C -0.7758 2.5621 4.6954
C -1.6786 2.0667 5.6095
C -1.9868 0.7088 5.6308
C -1.4080 -0.1223 4.6928
C -0.5108 0.3605 3.7349
P 0.0913 -0.7387 2.4067
C 1.3968 -1.7382 3.2102
C 1.8206 -2.9285 2.6173
C 2.7407 -3.7446 3.2528
C 3.2687 -3.3711 4.4811
C 2.8886 -2.1696 5.0565
C 1.9566 -1.3578 4.4256
C -1.3021 -1.9330 2.2923
C -1.2888 -3.2240 2.8118
C -2.4272 -4.0170 2.7570
C -3.6007 -3.5238 2.2111
C -3.6305 -2.2295 1.7088
C -2.4872 -1.4501 1.7355
H 1.5356 1.6490 2.6064
H 1.0236 3.1906 3.0124
H -0.5171 3.6144 4.6930
H -2.1411 2.7405 6.3193
H -2.6798 0.3098 6.3577
H -1.6716 -1.1715 4.6906
H 1.4236 -3.2374 1.6563
H 3.0459 -4.6716 2.7848
H 3.9837 -4.0105 4.9817
H 3.3133 -1.8598 6.0019
H 1.6592 -0.4269 4.8919
H -0.4007 -3.6204 3.2803
H -2.3927 -5.0219 3.1571
H -4.4914 -4.1383 2.1879
H -4.5421 -1.8250 1.2869
H -2.5204 -0.4397 1.3470
F 4.0098 -1.7310 1.2707
C 4.8658 -0.9432 1.9225
F 6.0570 -1.0355 1.3343
F 4.9794 -1.3633 3.1773
S 4.2651 0.8154 1.8938
O 2.8156 0.7149 1.8605
O 4.8573 1.4234 3.0383
N 4.8853 1.4003 0.5836
S 4.2660 1.3338 -0.8565
O 2.9562 0.7217 -0.9453
O 4.4709 2.5769 -1.5291
C 5.3811 0.1495 -1.7320
F 6.6561 0.4261 -1.4868
F 5.1659 0.2536 -3.0458
F 5.1297 -1.1052 -1.3652
C -0.6263 4.3457 -2.8400
C -0.1930 2.9176 -2.4988
C -0.9194 1.9074 -3.3878
C 1.3048 2.8150 -2.7877
P -0.4661 2.4069 -0.6975
C 0.3417 3.7916 0.1900
C 1.7144 3.6468 0.3924
C 2.4612 4.6130 1.0442
C 1.8331 5.7529 1.5259
C 0.4695 5.9179 1.3300
C -0.2681 4.9515 0.6608
C -2.3138 2.4561 -0.3377
C -2.9266 1.1351 -0.8296
C -2.4596 2.5043 1.1926
C -3.1260 3.5953 -0.9612
H -0.2433 4.5912 -3.8340
H -0.2052 5.0730 -2.1441
H -1.7055 4.4754 -2.8681
H -0.5717 2.0153 -4.4181
H -2.0010 2.0473 -3.3852
H -0.7024 0.8842 -3.0734
H 1.4562 3.0005 -3.8543
H 1.6942 1.8305 -2.5558
H 1.8912 3.5507 -2.2398
H 2.2090 2.7551 0.0337
H 3.5254 4.4669 1.1770
H 2.4038 6.5106 2.0463
H -0.0259 6.8087 1.6938
H -1.3254 5.1168 0.5221
H -2.2798 0.2833 -0.6186
H -3.1249 1.1434 -1.9017
H -3.8835 0.9767 -0.3246
H -1.8438 1.7452 1.6784
H -3.5039 2.3101 1.4491
H -2.1821 3.4663 1.6187
H -3.2603 3.4510 -2.0322
H -2.7069 4.5870 -0.8068
H -4.1208 3.5826 -0.5075
C -0.0082 -1.1084 -0.4671
Ge -0.7697 -1.9602 -2.1211
C -0.6263 -3.8121 -1.5110
C -1.6913 -4.6120 -1.1071
C -1.4685 -5.8377 -0.4929
C -0.1748 -6.2788 -0.2666
C 0.8994 -5.4971 -0.6673
C 0.6720 -4.2758 -1.2816
C -2.5627 -1.4575 -2.7204
C -3.7209 -1.8494 -2.0487
C -4.9747 -1.4530 -2.4887
C -5.0932 -0.6561 -3.6179
C -3.9545 -0.2672 -4.3056
C -2.7026 -0.6680 -3.8622
C 0.4244 -1.6781 -3.6276
C 1.5159 -0.8185 -3.5766
C 2.3024 -0.6101 -4.7026
C 2.0099 -1.2713 -5.8839
C 0.9299 -2.1437 -5.9436
C 0.1423 -2.3433 -4.8221
H 0.4676 -1.9818 0.0274
H -2.7114 -4.2946 -1.2745
H -2.3103 -6.4457 -0.1863
H -0.0026 -7.2330 0.2151
H 1.9139 -5.8361 -0.4986
H 1.5239 -3.6764 -1.5887
H -3.6521 -2.4525 -1.1523
H -5.8603 -1.7687 -1.9515
H -6.0706 -0.3454 -3.9637
H -4.0388 0.3473 -5.1930
H -1.8267 -0.3659 -4.4239
H 1.7545 -0.2957 -2.6588
H 3.1442 0.0692 -4.6530
H 2.6248 -1.1109 -6.7602
H 0.7002 -2.6616 -6.8657
H -0.7054 -3.0175 -4.8846
*
```

Atomic partial charges in e from the Mulliken method, atoms 1 to 5: 3.80, 0.76, -0.41, -0.38, -0.82